Below is a 13-piece molecular cluster, C46H87BCl24N5O4 overall at a distorted geometry, with properties calculated with ωB97M-V/def2-TZVPD.

The geometry in XYZ format:
```
167
Properties=species:S:1:pos:R:3:lowdin_charge:R:1
C 1.4050 5.5069 0.5851 0.2115
C 0.9479 4.4084 0.4561 -0.0541
C 0.3674 3.0921 0.2764 -0.2886
C 1.5161 2.2300 -0.3644 -0.0861
C 2.8199 2.0268 0.4082 -0.1744
C 4.0293 2.3963 -0.4637 -0.3907
C 5.3178 2.1648 0.3545 -0.0448
C 3.9848 1.5757 -1.7597 -0.0881
N -0.7311 2.9426 -0.7274 0.0651
C -1.0868 3.9106 -1.7624 -0.0859
C -0.6711 3.4906 -3.1914 -0.1112
C -1.8255 3.2168 -4.1680 -0.4187
C -2.2627 1.7344 -4.2448 -0.0595
C -3.0406 4.1004 -3.9339 -0.0916
C -1.4556 1.8891 -0.3760 -0.3033
N -2.5545 1.5220 -1.0228 0.2715
N -1.0008 1.3062 0.7992 0.0584
C -0.4645 -0.0450 0.9176 -0.0989
C -1.0592 -1.0840 -0.0410 -0.1357
N -0.1185 -2.1759 -0.3059 -0.0540
C 1.0826 -1.7985 -1.0720 -0.2318
C 0.7604 -1.1569 -2.4117 -0.0650
C 0.2086 -2.8638 0.8825 -0.4792
C -0.9363 -3.5167 1.6133 0.0198
O 1.3599 -2.9294 1.2817 0.0853
C -0.3450 2.4559 1.4928 -0.1619
N -1.5265 3.2849 1.9039 0.1997
C -1.5903 4.4928 1.7435 -0.3208
O -1.7201 5.6165 1.5275 0.2130
B 0.4686 2.1444 2.8955 -0.5764
O 0.1521 2.8531 4.0199 0.1965
O 1.4352 1.2092 3.0315 0.2130
H 1.9578 6.4182 0.6611 0.0643
H 1.7648 2.8014 -1.2595 0.1216
H 1.0946 1.3003 -0.7290 0.0997
H 2.8692 2.5850 1.3392 0.1196
H 2.9344 0.9611 0.6341 0.1135
H 3.9327 3.4674 -0.6523 0.1303
H 5.1157 1.4909 1.1881 0.0750
H 5.7012 3.0900 0.7776 0.0777
H 6.0979 1.7037 -0.2460 0.0709
H 4.9857 1.3437 -2.0716 0.0391
H 3.4409 0.6532 -1.5984 0.0241
H 3.5388 2.1455 -2.5732 0.0778
H -2.1588 4.0862 -1.6909 0.0998
H -0.6318 4.8676 -1.5258 0.1284
H -0.0805 2.5758 -3.1178 0.1064
H 0.0049 4.2233 -3.6251 0.1184
H -1.4544 3.4239 -5.1608 0.0597
H -1.5911 1.0756 -3.6972 0.0535
H -3.2894 1.5954 -3.9088 0.0712
H -2.2379 1.4026 -5.2811 0.0749
H -3.6905 4.1120 -4.8032 0.0633
H -2.8052 5.1149 -3.6156 0.0924
H -3.6113 3.6483 -3.1181 -0.0078
H -3.0570 2.2015 -1.5793 0.0603
H -2.9594 0.6068 -0.9422 0.1300
H 0.6182 -0.0721 0.7921 0.0973
H -0.6456 -0.3921 1.9358 0.1420
H -1.9501 -1.5106 0.4188 0.1239
H -1.3835 -0.6772 -0.9940 0.0954
H 1.6431 -2.7140 -1.2395 0.0943
H 1.7717 -1.1555 -0.5195 0.0954
H 1.6966 -0.8495 -2.8724 0.0312
H 0.1992 -1.8087 -3.0749 0.0900
H 0.1985 -0.2293 -2.2742 0.0440
H -1.6728 -3.8864 0.9038 0.0942
H -1.4382 -2.7761 2.2371 0.0865
H -0.5521 -4.3107 2.2396 0.0658
H 0.2182 3.8109 3.9361 0.1177
H 1.5426 0.5933 2.3000 0.0781
Cl 5.6721 -4.9325 5.2527 0.5686
C 4.5132 -4.5306 3.9535 -0.6473
C 3.1849 -4.0622 4.4690 -0.6437
Cl 2.2528 -5.3602 5.2638 0.5538
H 4.4087 -5.4104 3.3234 0.0740
H 4.9656 -3.7331 3.3663 0.0288
H 2.5937 -3.7158 3.6266 0.0533
H 3.2925 -3.2492 5.1833 0.0727
Cl 9.1582 -4.5911 1.2702 0.5489
C 9.4769 -3.5614 2.6927 -0.6468
C 8.2144 -3.2406 3.4459 -0.6581
Cl 7.1276 -2.1714 2.5133 0.5607
H 9.9761 -2.6609 2.3450 0.0693
H 10.1554 -4.1110 3.3420 0.0766
H 8.4570 -2.7160 4.3678 0.0789
H 7.6562 -4.1353 3.6957 0.0071
Cl -5.2816 3.6621 -1.1000 0.6060
C -5.0338 3.4359 0.6658 -0.6323
C -6.0617 2.5161 1.2694 -0.7036
Cl -7.6821 3.2447 1.2648 0.5700
H -5.0554 4.4211 1.1248 0.0739
H -4.0421 3.0059 0.8032 0.0383
H -5.7995 2.3158 2.3035 0.0382
H -6.1163 1.5716 0.7360 0.0542
Cl 0.4844 3.6961 -7.4988 0.5391
C -0.5260 4.3295 -8.8292 -0.6500
C -1.7975 4.9515 -8.3172 -0.6412
Cl -2.8963 3.7295 -7.6224 0.5815
H -0.7310 3.5078 -9.5094 0.0700
H 0.0644 5.0802 -9.3506 0.0757
H -2.3310 5.4348 -9.1330 0.0764
H -1.5939 5.6910 -7.5473 0.0699
Cl 4.3815 -1.7151 -2.4779 0.5932
C 5.5947 -2.9802 -2.1230 -0.6365
C 6.6823 -2.4545 -1.2289 -0.6612
Cl 7.6922 -1.2309 -2.0511 0.5398
H 5.9866 -3.3356 -3.0721 0.0587
H 5.0723 -3.8014 -1.6363 0.0088
H 7.3391 -3.2698 -0.9304 0.0516
H 6.2714 -1.9974 -0.3330 0.0341
Cl -10.0095 0.3468 2.6507 0.5393
C -9.2283 -0.1561 4.1706 -0.6651
C -7.8725 0.4733 4.3540 -0.6866
Cl -6.6813 -0.1534 3.1691 0.5607
H -9.1615 -1.2408 4.1667 0.0715
H -9.8788 0.1571 4.9845 0.0325
H -7.4852 0.2310 5.3390 0.0322
H -7.9147 1.5535 4.2437 0.0525
Cl -1.0985 -9.9502 4.0651 0.5408
C 0.5877 -9.8369 3.5004 -0.6649
C 1.1783 -8.4748 3.7508 -0.6774
Cl 0.4193 -7.2195 2.7341 0.5154
H 0.6017 -10.0870 2.4431 0.0668
H 1.1601 -10.5843 4.0465 0.0745
H 2.2392 -8.4817 3.5085 0.0726
H 1.0603 -8.1732 4.7876 0.0513
Cl -11.9277 2.1722 6.3750 0.5610
C -11.2684 1.7109 7.9672 -0.6702
C -9.9584 2.3995 8.2428 -0.6296
Cl -8.6858 1.8066 7.1390 0.6052
H -11.1625 0.6304 7.9766 0.0373
H -12.0032 1.9937 8.7182 0.0777
H -9.6342 2.1868 9.2594 0.0774
H -10.0312 3.4757 8.1148 0.0705
Cl 6.5051 1.6545 -4.7938 0.5349
C 6.1369 0.4847 -6.0799 -0.6648
C 4.6996 0.5463 -6.5288 -0.6385
Cl 3.5591 -0.0643 -5.2906 0.5184
H 6.3950 -0.5061 -5.7121 0.0693
H 6.7905 0.7290 -6.9160 0.0633
H 4.5699 -0.0904 -7.4020 0.0735
H 4.4045 1.5597 -6.7869 0.0671
Cl -13.5818 -0.9069 7.4591 0.5535
C -14.5105 -0.5031 5.9896 -0.6585
C -15.9117 -0.0565 6.3108 -0.6656
Cl -16.9113 -1.3837 6.9544 0.5421
H -14.5095 -1.3802 5.3484 0.0695
H -13.9745 0.3012 5.4893 0.0369
H -16.3948 0.2972 5.4019 0.0741
H -15.9119 0.7457 7.0438 0.0682
Cl 9.6825 3.3719 -4.0557 0.5261
C 10.9611 2.1296 -4.0344 -0.6575
C 11.2344 1.5692 -5.4054 -0.6543
Cl 9.8734 0.5919 -6.0197 0.5413
H 10.6541 1.3491 -3.3429 0.0660
H 11.8614 2.6055 -3.6502 0.0729
H 12.1012 0.9124 -5.3632 0.0736
H 11.4266 2.3598 -6.1253 0.0683
Cl 3.9381 -6.0964 -1.7643 0.5797
C 2.6162 -5.3025 -2.6631 -0.6507
C 2.6435 -5.6464 -4.1290 -0.6458
Cl 4.0551 -4.9377 -4.9541 0.5598
H 2.7091 -4.2284 -2.5116 0.0266
H 1.6812 -5.6443 -2.2211 0.0764
H 1.7549 -5.2445 -4.6129 0.0742
H 2.6719 -6.7216 -4.2830 0.0701
```

Spin multiplicity ... 1
LUMO energy ... -0.084 Ha
Total charge ... +1
Highest occupied orbital energy ... -11.76 eV
Energy ... -365967.1400 eV
Relative energy (zero: lowest compared OMol25 entry of this formula, charge and spin) ... 0.000 eV